The following is a DFT calculation (ωB97M-V/def2-TZVPD) of C30H28N3OPPtSSbSe4 as an isolated structure.

Summary:
Lowest unoccupied orbital energy, eV: 1.665
Energy relative to the best compared isomer or geometry (same formula, charge and spin), kJ/mol: 196.6
DFT total energy, eV: -329381.7937
Net charge: -1
Spin multiplicity: 1

Geometry (Å):
Pt -0.478 0.666 -1.122
Se 4.828 -2.259 2.261
Sb 3.723 -2.890 0.177
Se 1.528 -0.344 -1.952
Se 1.884 -0.765 0.342
Se 2.383 -4.935 0.647
O -2.129 1.660 -0.004
P -2.234 1.993 1.459
C -2.739 0.584 2.451
C -2.131 0.247 3.655
C -2.556 -0.873 4.355
C -3.589 -1.651 3.856
C -4.204 -1.314 2.657
C -3.779 -0.201 1.953
C -0.725 2.622 2.201
C -0.640 3.873 2.809
C 0.556 4.274 3.387
C 1.660 3.431 3.361
C 1.582 2.188 2.749
C 0.390 1.784 2.170
C -3.505 3.258 1.671
C -4.287 3.326 2.819
C -5.254 4.313 2.943
C -5.445 5.229 1.919
C -4.671 5.161 0.769
C -3.705 4.175 0.643
H -1.314 0.843 4.040
H -2.065 -1.148 5.279
H -3.907 -2.534 4.395
H -4.998 -1.932 2.259
H -4.231 0.045 1.000
H -1.501 4.529 2.833
H 0.625 5.245 3.861
H 2.588 3.747 3.822
H 2.438 1.524 2.711
H 0.341 0.811 1.686
H -4.142 2.605 3.615
H -5.864 4.360 3.836
H -6.205 5.994 2.014
H -4.827 5.870 -0.033
H -3.108 4.097 -0.257
N -0.578 -3.531 0.029
C -0.815 -2.667 -0.937
S -1.752 -1.247 -0.574
N -0.410 -2.869 -2.192
C 0.250 -3.957 -2.800
C 0.226 -5.253 -2.304
C 0.876 -6.259 -3.003
C 1.541 -5.993 -4.189
C 1.551 -4.696 -4.686
C 0.910 -3.684 -3.997
H -0.793 -3.175 0.950
H 0.317 -4.097 0.051
H -0.484 -2.037 -2.759
H -0.284 -5.492 -1.385
H 0.875 -7.260 -2.593
H 2.058 -6.784 -4.715
H 2.072 -4.466 -5.607
H 0.937 -2.665 -4.365
C 1.019 5.139 -0.624
C -0.216 4.879 -1.205
C -0.517 3.584 -1.570
N 0.336 2.566 -1.389
C 1.537 2.820 -0.853
C 1.910 4.096 -0.463
H 1.278 6.141 -0.307
H -0.940 5.665 -1.368
H -1.460 3.325 -2.033
H 2.190 1.963 -0.738
H 2.883 4.246 -0.018

Atoms 1-6, force components in eV/Å:
-0.563 0.059 -0.166
-0.055 0.032 -0.021
0.115 0.017 0.094
-0.269 0.216 0.035
0.606 -0.392 0.003
-0.302 0.117 -0.027

=====

The following is a DFT calculation (ωB97M-V/def2-TZVPD) of a 10-piece molecular cluster, C35H92N2O13 overall.

Summary:
Lowest unoccupied orbital energy, eV: 0.222
Energy relative to the best compared isomer or geometry (same formula, charge and spin), kJ/mol: 72.7
DFT total energy, eV: -67380.2317
Spin multiplicity: 1
SMILES: COCCNCCOC.COCCNCCOC.CC(C)O.CC(C)O.CC(C)O.CC(C)O.CC(C)O.CC(C)O.CC(C)O.OCCO

Geometry (Å):
C -22.308 -8.646 -16.026
C -20.943 -9.203 -15.759
O -19.955 -8.269 -15.376
O -22.305 -8.036 -17.325
H -22.687 -7.950 -15.272
H -23.002 -9.497 -16.035
H -20.654 -9.751 -16.668
H -21.010 -9.969 -14.984
H -19.896 -7.607 -16.079
H -23.175 -7.672 -17.519
C -19.604 -8.474 -19.738
O -18.651 -9.325 -20.296
C -18.775 -10.681 -19.851
C -18.446 -10.841 -18.390
N -17.053 -11.154 -18.116
C -16.869 -11.106 -16.682
C -15.477 -11.466 -16.235
O -15.299 -11.460 -14.825
C -15.539 -10.266 -14.155
H -19.878 -8.636 -18.689
H -20.591 -8.446 -20.227
H -19.274 -7.435 -19.759
H -18.075 -11.278 -20.436
H -19.796 -10.990 -20.106
H -19.041 -11.691 -18.022
H -18.820 -10.014 -17.770
H -16.441 -10.483 -18.574
H -17.534 -11.800 -16.151
H -17.157 -10.137 -16.232
H -14.643 -10.860 -16.617
H -15.243 -12.486 -16.546
H -16.572 -9.904 -14.220
H -14.997 -9.396 -14.579
H -15.164 -10.367 -13.142
C -18.706 -12.893 -22.858
O -18.045 -12.059 -23.771
C -18.755 -11.926 -24.979
C -17.954 -11.112 -25.981
N -18.765 -10.521 -27.054
C -19.730 -11.383 -27.705
C -19.072 -12.572 -28.366
O -19.794 -12.901 -29.542
C -19.560 -14.221 -29.967
H -17.991 -13.093 -22.056
H -19.030 -13.847 -23.286
H -19.575 -12.412 -22.387
H -19.705 -11.377 -24.836
H -19.076 -12.907 -25.354
H -17.197 -11.723 -26.485
H -17.406 -10.315 -25.482
H -19.210 -9.684 -26.701
H -20.145 -10.793 -28.527
H -20.592 -11.759 -27.132
H -18.990 -13.448 -27.708
H -18.037 -12.354 -28.671
H -19.751 -14.941 -29.161
H -18.551 -14.354 -30.369
H -20.307 -14.443 -30.731
C -15.980 -14.696 -18.411
C -15.353 -14.992 -19.762
C -14.102 -14.167 -19.951
O -15.060 -16.399 -19.820
H -15.240 -14.571 -17.610
H -16.695 -15.391 -17.967
H -16.490 -13.726 -18.472
H -16.082 -14.788 -20.544
H -13.631 -14.539 -20.867
H -13.336 -14.346 -19.188
H -14.289 -13.094 -19.971
H -14.390 -16.563 -19.148
C -22.553 -10.690 -22.915
C -23.659 -10.439 -21.893
C -23.209 -9.896 -20.567
O -24.624 -9.502 -22.417
H -22.912 -11.419 -23.645
H -21.708 -11.189 -22.435
H -22.274 -9.746 -23.375
H -24.242 -11.347 -21.700
H -22.612 -10.537 -19.910
H -24.105 -9.780 -19.944
H -22.667 -8.950 -20.573
H -24.948 -9.883 -23.239
C -14.817 -10.847 -23.542
C -15.153 -9.955 -22.351
C -16.379 -9.091 -22.594
O -15.304 -10.718 -21.155
H -14.183 -11.691 -23.271
H -14.299 -10.261 -24.304
H -15.738 -11.258 -23.959
H -14.300 -9.285 -22.197
H -17.287 -9.676 -22.423
H -16.383 -8.653 -23.592
H -16.399 -8.271 -21.873
H -16.248 -10.859 -21.036
C -17.966 -8.970 -11.432
C -19.280 -8.279 -11.790
C -20.495 -9.172 -11.655
O -19.456 -7.186 -10.900
H -17.248 -8.205 -11.129
H -17.533 -9.496 -12.283
H -18.074 -9.645 -10.581
H -19.300 -7.964 -12.842
H -21.401 -8.584 -11.782
H -20.421 -9.629 -10.664
H -20.488 -9.985 -12.380
H -18.852 -6.467 -11.100
C -17.046 -7.004 -16.312
C -16.466 -7.547 -17.608
C -16.604 -6.563 -18.751
O -15.071 -7.831 -17.440
H -16.786 -7.650 -15.476
H -18.103 -6.822 -16.480
H -16.568 -6.038 -16.105
H -16.930 -8.501 -17.859
H -17.629 -6.163 -18.793
H -16.409 -7.005 -19.724
H -16.072 -5.637 -18.506
H -14.548 -7.034 -17.562
C -16.181 -12.985 -11.812
C -16.195 -14.319 -12.553
C -14.821 -14.966 -12.515
O -17.163 -15.187 -11.974
H -15.260 -12.448 -12.038
H -16.098 -13.150 -10.726
H -17.103 -12.422 -11.934
H -16.440 -14.090 -13.591
H -14.834 -15.991 -12.894
H -14.468 -15.013 -11.478
H -14.078 -14.453 -13.127
H -16.890 -15.396 -11.075
C -21.476 -4.452 -18.831
C -20.471 -4.616 -17.699
C -20.956 -3.921 -16.426
O -20.291 -6.013 -17.446
H -22.384 -5.004 -18.560
H -21.070 -4.908 -19.733
H -21.795 -3.421 -18.973
H -19.516 -4.187 -18.003
H -22.050 -3.942 -16.365
H -20.629 -2.883 -16.347
H -20.614 -4.429 -15.523
H -21.177 -6.384 -17.313

Atoms 1-6, force components in eV/Å:
-0.876 -0.339 -0.193
0.262 -0.368 -0.034
-0.284 -0.079 -0.156
0.178 0.318 0.063
0.376 0.082 0.114
0.030 0.042 -0.043

=====

The following is a DFT calculation (ωB97M-V/def2-TZVPD) of a 2-piece molecular cluster, C6H15O2 overall.

Summary:
Lowest unoccupied orbital energy, eV: 3.448
Energy relative to the best compared isomer or geometry (same formula, charge and spin), kJ/mol: 186.5
DFT total energy, eV: -10558.7131
Net charge: -1
Spin multiplicity: 1

Geometry (Å):
C -0.980 -0.372 2.659
O -2.143 -0.165 2.080
C 0.259 -1.028 1.768
C 0.541 -0.207 0.516
C -0.703 -0.060 -0.407
C -0.458 1.199 -1.301
C -0.935 -1.332 -1.297
H -1.152 -0.953 3.595
H -0.571 0.699 2.882
H 1.105 -1.038 2.513
H -0.060 -2.078 1.541
H 1.401 -0.698 -0.006
H 0.895 0.740 0.967
H -1.683 0.061 0.175
H 0.568 1.564 -1.264
H -1.176 1.944 -0.951
H -0.752 0.987 -2.342
H -1.175 -2.240 -0.811
H -0.002 -1.634 -1.970
H -1.864 -1.053 -1.961
H 2.467 2.064 -2.596
H 3.132 1.771 -1.429
O 3.285 1.829 -2.359

Atoms 1-6, force components in eV/Å:
0.870 1.436 -0.686
-1.233 -0.537 -1.020
-1.700 -0.499 1.811
-0.189 -0.801 1.110
0.196 -0.437 -0.488
-1.328 -0.805 -0.115

=====

The following is a DFT calculation (ωB97M-V/def2-TZVPD) of C18H25F3N4O4 in the gas phase.

Summary:
Lowest unoccupied orbital energy, eV: 0.456
Energy relative to the best compared isomer or geometry (same formula, charge and spin), kJ/mol: 54.0
DFT total energy, eV: -41375.9139
Spin multiplicity: 1
SMILES: CCCc1ncoc1C(=O)NC1(CNC(=O)[C@@H](NC(=O)C(F)(F)F)C(C)C)CC1

Geometry (Å):
C -2.418 -3.355 2.043
C -2.016 -2.099 2.804
C -2.815 -0.877 2.340
C -2.430 0.358 3.076
N -3.103 0.789 4.215
C -2.481 1.854 4.582
O -1.438 2.202 3.807
C -1.413 1.223 2.840
C -0.396 1.257 1.786
O -0.330 0.349 0.967
N 0.437 2.329 1.793
C 1.490 2.526 0.826
C 1.087 3.037 -0.544
N 0.423 2.009 -1.351
C 1.166 1.297 -2.265
O 1.760 1.809 -3.192
C 0.954 -0.229 -2.203
N -0.355 -0.472 -2.810
C -1.263 -1.287 -2.243
O -1.111 -1.962 -1.252
C -2.625 -1.340 -2.975
F -2.662 -0.547 -4.064
F -2.888 -2.585 -3.373
F -3.601 -0.947 -2.154
C 2.085 -1.007 -2.881
C 1.768 -2.500 -2.919
C 3.400 -0.755 -2.149
C 2.790 2.992 1.408
C 2.653 1.581 0.909
H -1.849 -4.220 2.386
H -3.478 -3.576 2.182
H -2.231 -3.235 0.974
H -2.167 -2.239 3.878
H -0.953 -1.897 2.650
H -2.646 -0.731 1.272
H -3.882 -1.047 2.499
H -2.694 2.492 5.424
H 0.214 3.088 2.418
H 0.441 3.912 -0.438
H 1.977 3.368 -1.082
H -0.071 1.370 -0.733
H 0.865 -0.545 -1.160
H -0.609 0.054 -3.632
H 2.176 -0.629 -3.903
H 1.606 -2.892 -1.913
H 0.873 -2.712 -3.504
H 2.597 -3.047 -3.370
H 3.326 -1.072 -1.104
H 4.206 -1.330 -2.607
H 3.684 0.297 -2.179
H 3.377 3.693 0.830
H 2.830 3.149 2.478
H 2.595 0.783 1.636
H 3.144 1.314 -0.018

Atoms 1-6, force components in eV/Å:
0.027 0.006 -0.032
-0.004 -0.010 0.004
-0.022 0.017 -0.024
0.007 -0.042 -0.037
0.068 0.071 0.010
-0.013 0.015 0.007

=====

The following is a DFT calculation (ωB97M-V/def2-TZVPD) of C11H24F9N2O13S3V as an isolated structure.

Summary:
Lowest unoccupied orbital energy (alpha / beta), eV: -3.361 / -8.147
DFT total energy, eV: -124030.5878
Net charge: +1
Spin multiplicity: 2
Expectation value of S²: 0.7617

Geometry (Å):
O -0.925 -1.253 0.973
V -1.156 -0.986 -0.585
O 0.074 -0.128 -0.972
C -1.002 3.215 -1.580
C -0.461 4.096 -0.392
C 0.417 3.365 0.611
O 1.705 3.437 0.107
C 2.758 3.076 0.974
N 0.050 5.486 -0.883
H -0.235 6.153 -0.181
H 1.052 5.601 -0.930
H -0.275 5.716 -1.811
H -1.807 3.718 -2.115
H -1.319 2.198 -1.349
H -0.083 3.058 -2.145
H -1.327 4.364 0.213
H 0.029 2.353 0.733
H 0.258 3.752 1.618
H 2.657 2.080 1.406
H 2.885 3.795 1.784
H 3.699 2.960 0.437
C 5.037 -3.039 -0.756
C 4.293 -1.897 0.051
C 3.523 -2.478 1.218
O 2.998 -1.445 2.126
C 2.105 -2.023 3.129
N 5.289 -0.965 0.670
H 4.650 -0.642 1.383
H 5.958 -1.559 1.138
H 5.835 -0.327 0.109
H 5.763 -3.581 -0.151
H 5.616 -2.790 -1.646
H 4.314 -3.730 -1.190
H 3.656 -1.267 -0.570
H 4.021 -3.160 1.906
H 2.699 -3.123 0.913
H 2.275 -3.090 3.269
H 1.026 -1.960 2.985
H 2.168 -1.441 4.049
C -3.755 -4.260 1.280
F -4.792 -5.099 1.354
F -3.994 -3.268 2.022
F -2.559 -4.777 1.604
S -3.742 -3.619 -0.620
O -3.350 -4.731 -1.511
O -5.056 -3.045 -0.827
O -2.702 -2.615 -0.664
C -4.083 -1.079 -4.333
F -4.978 -0.601 -3.486
F -4.089 -2.424 -4.264
F -4.213 -0.648 -5.626
S -2.346 -0.350 -3.809
O -2.520 1.118 -3.787
O -2.062 -0.874 -2.509
O -1.331 -0.758 -4.697
C -2.459 0.956 2.788
F -2.516 -0.432 2.850
F -3.078 1.502 3.852
F -1.161 1.312 2.696
S -3.212 1.455 1.049
O -4.632 1.084 1.312
O -3.031 2.930 0.862
O -2.559 0.682 -0.084

Atoms 1-6, force components in eV/Å:
0.148 -0.825 -1.182
-2.468 2.084 1.536
1.081 0.065 -0.529
1.887 0.986 0.402
-2.803 -1.111 0.197
-0.517 0.346 -0.250

=====

The following is a DFT calculation (ωB97M-V/def2-TZVPD) of C3H5F2I3N as an isolated structure.

Summary:
Lowest unoccupied orbital energy, eV: -4.576
Energy relative to the best compared isomer or geometry (same formula, charge and spin), kJ/mol: 0.0
DFT total energy, eV: -34409.9371
Net charge: +1
Spin multiplicity: 1

Geometry (Å):
C -1.147 0.119 2.109
C -0.110 -0.191 1.006
C -0.797 -0.382 -0.720
N 0.537 -0.294 -1.380
F -1.952 -0.964 2.180
F 0.752 0.756 0.852
I 1.188 -1.935 1.473
I -1.561 -2.379 -1.124
I -1.975 1.325 -1.219
H -1.646 1.083 2.037
H -0.620 0.080 3.060
H 1.047 -0.899 -0.813
H 0.924 0.720 -1.475
H 0.598 -0.720 -2.287

Atoms 1-6, force components in eV/Å:
1.634 -0.865 0.349
-2.481 -2.241 -1.513
0.510 -0.092 2.724
-0.698 3.085 -1.890
-1.325 -0.385 -0.470
1.423 2.688 -0.090